The following is a DFT calculation (wB97M-V/def2-TZVPD) of C2H4IPS as an isolated structure in a non-equilibrium geometry.

highest occupied orbital energy	-8.831	eV
energy relative to the best compared isomer or geometry (same formula, charge and spin)	2.044	eV
gap between HOMO and LUMO	8.7	eV
lowest unoccupied orbital energy	-0.1	eV

Element x y z (Å)
I -3.465277 0.813385 -0.716755
S 1.074529 -0.840183 1.393937
P -0.310617 1.399002 -0.885579
C 1.247613 0.168466 -0.070255
C -1.488413 0.458102 -0.181666
H 1.303827 -0.360182 -1.027480
H -1.380985 -0.430241 0.576437
H 2.103654 0.695565 0.211980
H 0.915668 -1.903915 0.699380

Cartesian forces, eV/Å:
-0.264 -0.034 0.072
-0.456 0.928 0.421
1.204 -2.016 2.067
-2.215 0.992 -1.267
0.082 -1.053 0.781
0.734 -0.349 0.652
0.001 1.900 -1.526
1.271 1.417 -0.659
-0.358 -1.784 -0.541